[1]
Density functional theory data (ωB97M-V/def2-TZVPD) for 9 unconnected molecules or ions with the total composition C53H135N8O16 at a distorted geometry.

Last columns: bonded neighbours and bond lengths (Å).
Atoms and positions in Å:
1 C 1.69958 -23.14971 -16.29806  O2 1.400, H12 1.090, H13 1.090, H14 1.090
2 O 0.45425 -22.52454 -16.15790  C1 1.400, C3 1.440
3 C 0.21362 -21.46682 -17.10558  O2 1.440, C4 1.528, H15 1.090, H16 1.090
4 C -1.23860 -21.00312 -16.99531  C3 1.528, N5 1.570, H17 1.090, H18 1.090
5 N -1.47460 -19.78675 -17.95875  C4 1.570, H6 1.010, H7 1.010, C8 1.510
6 H -0.74452 -19.10966 -17.78951  N5 1.010
7 H -1.21371 -20.05641 -18.89647  N5 1.010
8 C -2.79398 -19.09448 -17.71518  N5 1.510, C9 1.560, H19 1.090, H20 1.090
9 C -3.25165 -18.32302 -18.99095  C8 1.560, O10 1.445, H21 1.090, H22 1.090
10 O -4.29193 -17.35088 -18.74543  C9 1.445, C11 1.393
11 C -5.33414 -17.41103 -19.66800  O10 1.393, H23 1.090, H24 1.090, H25 1.090
12 H 2.29651 -22.54014 -16.97644  C1 1.090
13 H 1.47397 -24.02125 -16.91259  C1 1.090
14 H 2.23441 -23.60319 -15.46355  C1 1.090
15 H 0.49145 -21.85326 -18.08617  C3 1.090
16 H 0.89698 -20.67011 -16.81168  C3 1.090
17 H -1.47689 -20.69529 -15.97720  C4 1.090
18 H -1.95841 -21.73919 -17.35336  C4 1.090
19 H -2.68949 -18.53239 -16.78714  C8 1.090
20 H -3.43286 -19.96868 -17.58987  C8 1.090
21 H -3.49163 -19.11862 -19.69631  C9 1.090
22 H -2.30739 -17.84702 -19.25532  C9 1.090
23 H -5.13996 -16.85906 -20.58764  C11 1.090
24 H -6.12982 -16.89352 -19.13213  C11 1.090
25 H -5.68768 -18.43160 -19.81482  C11 1.090
26 C -7.43012 -10.84068 -13.05492  O27 1.419, H37 1.090, H38 1.090, H39 1.090
27 O -7.69119 -11.91177 -13.94825  C26 1.419, C28 1.399
28 C -8.34026 -13.00625 -13.36591  O27 1.399, C29 1.544, H40 1.090, H41 1.090
29 C -8.15150 -14.26162 -14.24469  C28 1.544, N30 1.511, H42 1.090, H43 1.090
30 N -6.67867 -14.39168 -14.55408  C29 1.511, H31 1.010, H32 1.010, C33 1.606
31 H -6.37074 -13.72269 -15.24526  N30 1.010
32 H -6.09331 -14.14265 -13.76957  N30 1.010
33 C -6.33374 -15.91955 -14.91047  N30 1.606, C34 1.574, H44 1.090, H45 1.090
34 C -4.78592 -16.19197 -14.99832  C33 1.574, O35 1.469, H46 1.090, H47 1.090
35 O -4.37740 -15.18953 -15.99182  C34 1.469, C36 1.417
36 C -2.96720 -15.14079 -16.12203  O35 1.417, H48 1.090, H49 1.090, H50 1.090
37 H -6.55069 -11.07916 -12.45673  C26 1.090
38 H -8.20182 -10.45649 -12.38786  C26 1.090
39 H -6.98160 -10.13193 -13.75107  C26 1.090
40 H -9.40986 -12.88593 -13.19391  C28 1.090
41 H -7.82950 -13.24813 -12.43387  C28 1.090
42 H -8.73075 -14.06774 -15.14746  C29 1.090
43 H -8.46220 -15.18699 -13.75966  C29 1.090
44 H -6.89151 -16.10996 -15.82738  C33 1.090
45 H -6.79825 -16.54139 -14.14520  C33 1.090
46 H -4.62152 -17.09948 -15.57928  C34 1.090
47 H -4.35311 -16.06019 -14.00665  C34 1.090
48 H -2.46174 -16.06826 -16.39111  C36 1.090
49 H -2.63159 -14.72496 -15.17199  C36 1.090
50 H -2.79552 -14.39323 -16.89649  C36 1.090
51 C -3.39138 -10.83741 -20.39985  O52 1.422, H62 1.090, H63 1.090, H64 1.090
52 O -3.05594 -9.50980 -20.01699  C51 1.422, C53 1.421
53 C -1.65079 -9.31598 -19.92823  O52 1.421, C54 1.592, H65 1.090, H66 1.090
54 C -1.17265 -7.79821 -19.89216  C53 1.592, N55 1.542, H67 1.090, H68 1.090
55 N -1.90306 -6.91342 -18.86217  C54 1.542, H56 1.010, H57 1.010, C58 1.585
56 H -2.84839 -7.25199 -18.75358  N55 1.010
57 H -1.57287 -7.30308 -17.99082  N55 1.010
58 C -1.81803 -5.33132 -18.84168  N55 1.585, C59 1.524, H69 1.090, H70 1.090
59 C -2.57569 -4.63898 -19.96788  C58 1.524, O60 1.441, H71 1.090, H72 1.090
60 O -1.67208 -4.48602 -21.08027  C59 1.441, C61 1.451
61 C -2.27166 -4.75663 -22.37365  O60 1.451, H73 1.090, H74 1.090, H75 1.090
62 H -4.47642 -10.87852 -20.49518  C51 1.090
63 H -3.05631 -11.65647 -19.76348  C51 1.090
64 H -2.95155 -10.92522 -21.39330  C51 1.090
65 H -1.02940 -9.88751 -20.61766  C53 1.090
66 H -1.39292 -9.82395 -18.99894  C53 1.090
67 H -1.40343 -7.40604 -20.88264  C54 1.090
68 H -0.11728 -7.54563 -19.78971  C54 1.090
69 H -0.74474 -5.19106 -18.97007  C58 1.090
70 H -2.17120 -4.94143 -17.88703  C58 1.090
71 H -2.89935 -3.64487 -19.65949  C59 1.090
72 H -3.39117 -5.19497 -20.43045  C59 1.090
73 H -3.19366 -4.18173 -22.46037  C61 1.090
74 H -2.37836 -5.80496 -22.65245  C61 1.090
75 H -1.56824 -4.39536 -23.12383  C61 1.090
76 C -0.59268 -9.79530 -10.97488  O77 1.450, H87 1.090, H88 1.090, H89 1.090
77 O -1.28808 -10.08737 -12.21331  C76 1.450, C78 1.428
78 C -2.66950 -9.84421 -11.94443  O77 1.428, C79 1.584, H90 1.090, H91 1.090
79 C -3.49350 -9.94007 -13.29433  C78 1.584, N80 1.496, H92 1.090, H93 1.090
80 N -3.29497 -11.27519 -13.93990  C79 1.496, H81 1.010, H82 1.010, C83 1.584
81 H -2.33020 -11.51174 -14.12258  N80 1.010
82 H -3.45120 -12.02468 -13.28114  N80 1.010
83 C -3.93397 -11.55855 -15.36083  N80 1.584, C84 1.527, H94 1.090, H95 1.090
84 C -2.93482 -11.31255 -16.48923  C83 1.527, O85 1.391, H96 1.090, H97 1.090
85 O -1.68459 -11.82261 -16.15599  C84 1.391, C86 1.413
86 C -0.55840 -11.14633 -16.67722  O85 1.413, H98 1.090, H99 1.090, H100 1.090
87 H -0.83605 -8.80097 -10.60048  C76 1.090
88 H 0.49104 -9.79216 -11.09180  C76 1.090
89 H -0.71619 -10.54200 -10.19049  C76 1.090
90 H -2.96706 -8.91503 -11.45843  C78 1.090
91 H -3.03410 -10.58370 -11.23147  C78 1.090
92 H -3.16871 -9.16425 -13.98768  C79 1.090
93 H -4.57252 -9.81535 -13.20349  C79 1.090
94 H -4.74730 -10.85403 -15.53475  C83 1.090
95 H -4.32450 -12.57617 -15.35512  C83 1.090
96 H -2.91127 -10.23669 -16.66264  C84 1.090
97 H -3.41340 -11.80183 -17.33757  C84 1.090
98 H 0.42253 -11.51412 -16.37619  C86 1.090
99 H -0.60749 -10.06869 -16.52108  C86 1.090
100 H -0.53063 -11.23051 -17.76361  C86 1.090
101 C -10.26167 -7.00938 -21.00340  O102 1.415, H112 1.090, H113 1.090, H114 1.090
102 O -9.60747 -8.26435 -20.99969  C101 1.415, C103 1.482
103 C -10.32375 -9.51880 -21.32915  O102 1.482, C104 1.535, H115 1.090, H116 1.090
104 C -9.32090 -10.67977 -21.36986  C103 1.535, N105 1.507, H117 1.090, H118 1.090
105 N -8.41935 -10.24714 -22.49709  C104 1.507, H106 1.010, H107 1.010, C108 1.482
106 H -8.76983 -10.28221 -23.44368  N105 1.010
107 H -8.24338 -9.27209 -22.30110  N105 1.010
108 C -7.19146 -11.06999 -22.60950  N105 1.482, C109 1.571, H119 1.090, H120 1.090
109 C -6.91128 -11.18729 -24.15062  C108 1.571, O110 1.385, H121 1.090, H122 1.090
110 O -6.91217 -9.99943 -24.86351  C109 1.385, C111 1.362
111 C -7.06586 -10.13296 -26.20977  O110 1.362, H123 1.090, H124 1.090, H125 1.090
112 H -9.60814 -6.18996 -21.30264  C101 1.090
113 H -10.65774 -6.81105 -20.00746  C101 1.090
114 H -11.17535 -6.98008 -21.59706  C101 1.090
115 H -10.97141 -9.40874 -22.19894  C103 1.090
116 H -11.02456 -9.68814 -20.51168  C103 1.090
117 H -9.81034 -11.59120 -21.71314  C104 1.090
118 H -8.84167 -10.71021 -20.39133  C104 1.090
119 H -7.51285 -11.95975 -22.06807  C108 1.090
120 H -6.56197 -10.50002 -21.92615  C108 1.090
121 H -7.55778 -11.87387 -24.69719  C109 1.090
122 H -5.91810 -11.62456 -24.25304  C109 1.090
123 H -7.98409 -10.66198 -26.46492  C111 1.090
124 H -6.18418 -10.57499 -26.67382  C111 1.090
125 H -7.01230 -9.21561 -26.79604  C111 1.090
126 C -10.90774 -7.83079 -14.45738  O127 1.427, H137 1.090, H138 1.090, H139 1.090
127 O -10.35348 -8.97148 -15.11143  C126 1.427, C128 1.370
128 C -10.98368 -9.54444 -16.18412  O127 1.370, C129 1.573, H140 1.090, H141 1.090
129 C -9.86517 -10.59450 -16.52934  C128 1.573, N130 1.582, H142 1.090, H143 1.090
130 N -8.36050 -10.10662 -16.55287  C129 1.582, H131 1.010, H132 1.010, C133 1.595
131 H -8.01801 -9.74744 -15.67322  N130 1.010
132 H -7.82969 -10.93115 -16.79473  N130 1.010
133 C -7.94392 -9.09180 -17.71039  N130 1.595, C134 1.544, H144 1.090, H145 1.090
134 C -6.47562 -8.71517 -17.41569  C133 1.544, O135 1.425, H146 1.090, H147 1.090
135 O -6.53598 -8.46083 -16.01451  C134 1.425, C136 1.427
136 C -5.30113 -8.00925 -15.46061  O135 1.427, H148 1.090, H149 1.090, H150 1.090
137 H -10.14558 -7.15593 -14.06777  C126 1.090
138 H -11.70182 -8.11769 -13.76801  C126 1.090
139 H -11.29953 -7.15957 -15.22161  C126 1.090
140 H -10.97675 -8.79349 -16.97414  C128 1.090
141 H -11.98279 -9.96303 -16.06305  C128 1.090
142 H -10.07501 -11.10769 -17.46780  C129 1.090
143 H -9.77802 -11.44325 -15.85100  C129 1.090
144 H -8.54495 -8.19764 -17.54506  C133 1.090
145 H -8.10868 -9.53025 -18.69462  C133 1.090
146 H -6.32031 -7.72634 -17.84720  C134 1.090
147 H -5.71496 -9.42684 -17.73670  C134 1.090
148 H -5.24237 -7.99799 -14.37225  C136 1.090
149 H -5.02020 -7.04513 -15.88445  C136 1.090
150 H -4.56746 -8.71545 -15.84934  C136 1.090
151 C -12.37213 -11.93336 -13.19087  O152 1.409, H162 1.090, H163 1.090, H164 1.090
152 O -11.99071 -12.80043 -14.23350  C151 1.409, C153 1.381
153 C -12.87564 -12.94842 -15.28279  O152 1.381, C154 1.526, H165 1.090, H166 1.090
154 C -12.65675 -14.12104 -16.23427  C153 1.526, N155 1.516, H167 1.090, H168 1.090
155 N -12.23551 -15.30449 -15.38490  C154 1.516, H156 1.010, H157 1.010, C158 1.611
156 H -11.34514 -15.07314 -14.96799  N155 1.010
157 H -12.87383 -15.40920 -14.60922  N155 1.010
158 C -12.07458 -16.65424 -16.24972  N155 1.611, C159 1.551, H169 1.090, H170 1.090
159 C -11.07474 -16.44376 -17.41679  C158 1.551, O160 1.446, H171 1.090, H172 1.090
160 O -9.97854 -15.63622 -16.93059  C159 1.446, C161 1.445
161 C -9.11872 -15.29479 -18.04047  O160 1.445, H173 1.090, H174 1.090, H175 1.090
162 H -11.44902 -12.07552 -12.62893  C151 1.090
163 H -13.23386 -12.18906 -12.57433  C151 1.090
164 H -12.31286 -10.85883 -13.36400  C151 1.090
165 H -12.73416 -12.05988 -15.89810  C153 1.090
166 H -13.86654 -13.12084 -14.86270  C153 1.090
167 H -11.83249 -13.94439 -16.92528  C154 1.090
168 H -13.65574 -14.34225 -16.61002  C154 1.090
169 H -13.08433 -17.02395 -16.42806  C158 1.090
170 H -11.60098 -17.32063 -15.52880  C158 1.090
171 H -11.54385 -16.07428 -18.32867  C159 1.090
172 H -10.68008 -17.43650 -17.63312  C159 1.090
173 H -9.28328 -15.96930 -18.88074  C161 1.090
174 H -8.07447 -15.34031 -17.73132  C161 1.090
175 H -9.37997 -14.31015 -18.42818  C161 1.090
176 C 2.45282 -12.92668 -23.33111  C177 1.556, H186 1.090, H187 1.090, H188 1.090
177 C 2.03578 -13.32312 -21.88495  C176 1.556, C178 1.523, H189 1.090, H190 1.090
178 C 1.14968 -14.55491 -22.01603  C177 1.523, N179 1.531, H191 1.090, H192 1.090
179 N 0.66013 -15.16042 -20.69775  C178 1.531, C180 1.529, C184 1.526, C185 1.544
180 C 0.26292 -14.22312 -19.55651  N179 1.529, C181 1.506, H193 1.090, H194 1.090
181 C -1.08333 -13.59054 -19.79317  C180 1.506, C182 1.530, H195 1.090, H196 1.090
182 C -2.26197 -14.52859 -20.05941  C181 1.530, C183 1.543, H197 1.090, H198 1.090
183 C -1.76977 -15.56757 -21.08823  C182 1.543, C184 1.574, H199 1.090, H200 1.090
184 C -0.36673 -16.26353 -20.93526  N179 1.526, C183 1.574, H201 1.090, H202 1.090
185 C 1.87901 -15.91744 -20.12859  N179 1.544, H203 1.090, H204 1.090, H205 1.090
186 H 1.68444 -12.46669 -23.95248  C176 1.090
187 H 2.93020 -13.71749 -23.90975  C176 1.090
188 H 3.18861 -12.13290 -23.20211  C176 1.090
189 H 1.54305 -12.42013 -21.52450  C177 1.090
190 H 2.88181 -13.58568 -21.24982  C177 1.090
191 H 1.51374 -15.44078 -22.53641  C178 1.090
192 H 0.33419 -14.12175 -22.59521  C178 1.090
193 H 1.11948 -13.57901 -19.35766  C180 1.090
194 H 0.08875 -14.86480 -18.69281  C180 1.090
195 H -1.03983 -12.89214 -20.62891  C181 1.090
196 H -1.37714 -12.92322 -18.98295  C181 1.090
197 H -3.12715 -14.02786 -20.49393  C182 1.090
198 H -2.69346 -15.04962 -19.20475  C182 1.090
199 H -1.81289 -15.12124 -22.08173  C183 1.090
200 H -2.51814 -16.34838 -20.95266  C183 1.090
201 H -0.13226 -16.72536 -21.89434  C184 1.090
202 H -0.44899 -17.04449 -20.17932  C184 1.090
203 H 1.55408 -16.24332 -19.14049  C185 1.090
204 H 2.76702 -15.30972 -19.95482  C185 1.090
205 H 2.13773 -16.72843 -20.80937  C185 1.090
206 C -5.77331 -13.63647 -18.69083  C207 1.561, H210 1.090, H211 1.090, H212 1.090
207 C -6.64011 -12.59038 -17.92251  C206 1.561, O208 1.279, O209 1.223
208 O -7.55759 -12.07421 -18.64960  C207 1.279
209 O -6.44439 -12.33371 -16.74272  C207 1.223
210 H -6.05791 -14.68038 -18.55916  C206 1.090
211 H -4.69895 -13.68032 -18.51217  C206 1.090
212 H -5.75818 -13.37652 -19.74928  C206 1.090

The charge is +8. The value obtained for the highest occupied orbital energy (spin up / spin down) is -22.058 / -22.058 eV. The calculation puts the gap between HOMO and LUMO (spin up / spin down) at 6.61 / 2.08 eV. Its multiplicity is 2. Its expectation value of S² is 0.754.

=====

[2]
Density functional theory data (ωB97M-V/def2-TZVPD) for 2 unconnected molecules or ions with the total composition C4H15N2OS at a distorted geometry.

Last columns: bonded neighbours and bond lengths (Å).
Atoms and positions in Å:
1 C -0.63641 1.36138 0.25862  N2 1.482, C6 1.530, H8 1.101, H9 1.083
2 N -0.42821 0.01706 0.84743  C1 1.482, C3 1.517, H10 1.016
3 C 0.19935 -1.00067 -0.08561  N2 1.517, C4 1.542, H11 1.079, H12 1.096
4 C 1.66517 -0.67508 -0.43707  C3 1.542, S5 1.821, H13 1.092, H14 1.083
5 S 1.89198 -0.71498 -2.24348  C4 1.821, H15 1.358
6 C -1.60033 1.22795 -0.92252  C1 1.530, N7 1.521, H16 1.094, H17 1.091
7 N -2.80313 0.47984 -0.36808  C6 1.521, H18 1.020, H19 1.020, H20 1.032
8 H 0.31571 1.73291 -0.15129  C1 1.101
9 H -0.97127 2.05902 1.01594  C1 1.083
10 H 0.23823 0.07260 1.61178  N2 1.016
11 H -0.45665 -0.98002 -0.94230  C3 1.079
12 H 0.08973 -1.95760 0.43806  C3 1.096
13 H 1.93738 0.29467 -0.01559  C4 1.092
14 H 2.36173 -1.34054 0.05735  C4 1.083
15 H 2.76170 -1.75584 -2.17736  S5 1.358
16 H -1.20936 0.67783 -1.78394  C6 1.094
17 H -1.94353 2.14336 -1.40753  C6 1.091
18 H -3.24982 -0.03602 -1.12681  N7 1.020
19 H -3.45265 1.17362 0.00315  N7 1.020
20 H -2.53880 -0.18343 0.37699  N7 1.032
21 H 2.61860 -1.66181 2.38779  O23 0.979
22 H 2.98091 -0.17070 2.29757  O23 0.960
23 O 2.22964 -0.76354 2.36691  H21 0.979, H22 0.960

The charge is +1. The value obtained for the highest occupied orbital energy is -12.000 eV. The calculation puts the gap between HOMO and LUMO at 8.69 eV. The calculation puts the energy above the lowest of the compared OMol25 structures with the same formula, charge and spin at 96.8 kJ/mol.